One molecule with the formula C50H75NO14. Source: OMol25; level of theory: wB97M-V/def2-TZVPD.

The geometry in XYZ format:
```
140
Properties=species:S:1:pos:R:3:forces:R:3
C -7.743629 -1.601237 0.758083 -0.06 0.22 0.06
H -8.754023 -1.975204 0.606222 -0.04 -0.10 -0.03
H -7.276850 -2.201542 1.533897 0.06 -0.14 0.05
H -7.189571 -1.738996 -0.166717 0.06 -0.10 -0.12
C -7.795808 -0.130030 1.157430 0.17 0.04 -0.07
H -8.391250 -0.037641 2.069315 -0.04 0.08 -0.03
H -8.316567 0.427082 0.377169 -0.08 0.06 0.01
C -6.431178 0.520635 1.427473 0.23 -0.10 -0.08
C -5.756655 -0.105111 2.648356 -0.05 0.23 -0.20
H -6.427699 -0.076111 3.504111 -0.04 -0.03 0.12
H -5.484603 -1.140318 2.456144 0.05 -0.16 0.02
H -4.855938 0.449183 2.895702 0.12 -0.01 0.09
H -6.601857 1.577104 1.655908 -0.02 0.02 -0.03
C -5.490283 0.472302 0.213727 -0.53 -0.13 -0.07
C -6.074239 1.061257 -1.082443 0.29 0.09 0.28
C -4.976817 1.075408 -2.107626 -0.10 -0.04 0.06
C -3.697711 1.059924 -1.776432 0.02 -0.18 0.28
C -3.246488 1.014665 -0.339493 0.12 0.36 -0.27
O -4.311516 1.198558 0.559489 -0.06 0.00 0.08
O -2.635777 -0.258961 -0.151702 0.01 0.00 -0.18
C -2.255367 -0.534629 1.194810 0.10 -0.09 0.39
C -1.674676 0.709682 1.881033 0.07 0.18 -0.20
C -1.090057 1.597242 0.793871 -0.29 -0.54 -0.33
C -2.230918 2.149903 -0.054851 0.15 -0.25 0.15
H -2.749098 2.934126 0.498359 0.02 0.03 -0.02
H -1.848054 2.560807 -0.988556 -0.01 0.01 0.01
H -0.411012 1.018166 0.156037 -0.06 0.09 0.13
O -0.325422 2.639513 1.410037 -0.23 0.03 0.29
C 0.655410 3.174108 0.705818 0.13 0.27 0.18
O 0.865673 2.927083 -0.459201 -0.04 -0.05 -0.25
C 1.478847 4.130139 1.551303 0.04 -0.09 0.02
C 1.337498 5.521529 1.005276 0.09 0.09 0.10
C 2.168317 6.056184 0.121510 0.11 0.01 -0.03
C 2.008056 7.430980 -0.439289 -0.09 -0.13 0.08
H 1.965787 7.375419 -1.526001 0.00 0.06 -0.11
H 2.865823 8.046457 -0.170507 0.07 0.10 -0.02
H 1.102713 7.904055 -0.068387 -0.06 0.10 -0.01
C 3.321333 5.237267 -0.410001 0.30 -0.07 0.51
O 2.941482 4.469166 -1.519839 -0.09 -0.29 -0.37
H 2.201543 3.884254 -1.272910 -0.01 0.11 0.03
H 4.108996 5.896130 -0.795027 -0.09 -0.03 0.15
C 3.946001 4.415571 0.746782 -0.18 0.40 -0.27
O 4.871159 3.459458 0.267690 0.10 0.11 0.10
C 4.190755 2.225094 0.126941 -0.11 -0.40 -0.35
C 3.178270 2.196327 1.237667 0.34 -0.20 0.14
C 2.739732 1.085094 1.838396 0.35 0.22 -0.38
C 1.830324 1.021691 2.958867 -0.29 -0.03 0.46
C 1.577409 -0.066930 3.692627 0.08 0.12 -0.14
C 2.243837 -1.402234 3.590966 -0.05 -0.34 -0.15
C 2.653281 -1.888874 4.981559 0.06 0.03 -0.19
H 3.473308 -1.276137 5.350877 0.05 0.04 0.07
H 1.835035 -1.821303 5.692061 -0.07 0.00 0.12
H 2.987138 -2.920670 4.921028 0.06 -0.09 0.09
H 3.159193 -1.322474 3.000104 -0.11 0.01 0.02
C 1.368059 -2.423205 2.806072 0.08 0.37 -0.20
C -0.059088 -2.595651 3.273797 0.07 -0.14 -0.06
C -1.127690 -2.292207 2.542179 0.06 0.11 -0.15
C -1.231783 -1.677979 1.179584 -0.23 0.17 -0.06
H -0.275837 -1.301576 0.818070 0.09 0.00 -0.10
H -1.591384 -2.433541 0.473615 0.03 0.00 -0.07
H -2.097808 -2.516286 2.972860 -0.11 -0.11 0.14
C -0.238183 -3.252112 4.612932 -0.03 0.07 -0.01
H -1.195607 -3.765008 4.664812 -0.05 -0.04 0.03
H -0.213342 -2.511051 5.410479 0.05 0.00 0.14
H 0.561936 -3.966994 4.777301 0.02 -0.12 0.16
H 1.369063 -2.071521 1.771055 -0.03 0.00 0.05
O 1.992465 -3.717971 2.857405 -0.04 0.10 0.22
C 2.702664 -4.087329 1.724966 -0.05 -0.68 -0.18
O 3.633896 -3.069752 1.442573 -0.04 0.14 0.21
C 4.373056 -3.236094 0.254532 0.05 0.15 -0.51
C 5.340335 -2.064169 0.157658 -0.30 -0.41 0.13
H 5.971057 -2.171171 -0.720182 0.10 0.03 -0.10
H 4.778779 -1.136654 0.090963 -0.05 0.14 -0.03
H 5.962321 -2.032625 1.047985 0.09 0.04 0.05
H 4.936620 -4.185449 0.297584 -0.06 0.11 -0.04
C 3.395925 -3.298042 -0.936509 0.15 -0.46 0.21
C 2.544027 -4.567274 -0.764838 0.12 0.39 0.16
O 1.708986 -4.704441 -1.890070 0.07 0.18 -0.02
C 1.090141 -5.959811 -2.010815 -0.04 -0.04 0.04
H 1.826700 -6.771587 -1.960059 -0.03 -0.01 -0.02
H 0.611654 -5.969772 -2.988552 -0.03 -0.10 0.03
H 0.331331 -6.123151 -1.237484 0.00 -0.02 -0.03
C 1.768745 -4.422691 0.546669 0.24 0.14 -0.05
H 1.047176 -3.617294 0.412594 -0.07 -0.01 -0.01
H 1.232240 -5.338122 0.798632 -0.01 0.02 0.04
H 3.224608 -5.436738 -0.706426 -0.03 0.15 -0.04
O 2.546819 -2.162480 -0.882409 -0.03 -0.15 0.03
C 2.598821 -1.275604 -1.950142 0.02 0.70 0.22
O 2.370562 -1.988351 -3.143434 -0.14 -0.29 0.08
C 2.267184 -1.146431 -4.279098 -0.05 0.26 -0.55
C 2.194195 -2.031601 -5.514314 0.10 0.15 0.44
H 1.297183 -2.642856 -5.481960 -0.10 -0.09 -0.06
H 2.176588 -1.416340 -6.409221 -0.02 0.05 -0.12
H 3.059502 -2.687266 -5.545050 0.10 -0.07 -0.05
H 3.153412 -0.493779 -4.328969 -0.17 -0.07 -0.02
C 1.026171 -0.261734 -4.103796 0.37 0.37 0.11
N -0.104893 -1.124660 -3.854042 0.41 -0.15 0.05
C -1.382043 -0.689916 -3.882863 -0.14 -0.59 0.05
O -1.685839 0.416651 -4.285705 -0.10 0.45 -0.13
C -2.388094 -1.693054 -3.366417 -0.03 0.20 -0.04
H -3.337775 -1.550210 -3.874007 -0.02 0.01 -0.03
H -2.041224 -2.713629 -3.499970 0.01 -0.12 0.02
H -2.540664 -1.496073 -2.304711 -0.03 -0.05 0.08
H 0.134948 -1.996366 -3.400243 -0.23 0.01 -0.02
C 1.280337 0.664141 -2.886582 -0.46 -0.25 0.19
C 1.525771 -0.219199 -1.664862 0.38 -0.05 -0.38
H 0.604443 -0.735711 -1.393227 0.00 -0.02 0.06
H 1.852684 0.396805 -0.828309 -0.05 0.05 0.08
O 2.411870 1.483360 -3.060661 0.13 -0.16 0.16
C 2.212287 2.597405 -3.903029 0.09 0.06 -0.12
H 3.031877 3.282912 -3.698279 -0.06 0.04 -0.10
H 1.264880 3.093120 -3.673378 -0.03 0.03 0.00
H 2.219655 2.310794 -4.960616 -0.03 0.03 0.01
H 0.390790 1.289099 -2.716911 0.10 -0.07 -0.02
H 0.823431 0.336258 -4.996528 0.10 -0.06 0.05
H 3.591101 -0.781795 -2.027589 -0.15 -0.22 0.02
H 3.925710 -3.334724 -1.891388 0.03 -0.05 0.06
H 3.248341 -5.006637 2.016626 -0.07 0.23 -0.07
H 0.854249 0.014789 4.495097 -0.13 0.10 0.10
H 1.336222 1.944365 3.224723 -0.12 0.02 0.09
H 3.092832 0.137016 1.452320 0.14 -0.14 -0.08
C 2.946484 3.643184 1.653561 0.00 -0.07 -0.21
O 3.280574 3.835086 3.020106 -0.01 0.13 0.36
H 4.171826 3.499553 3.171657 -0.01 -0.04 -0.07
H 3.703819 2.156698 -0.857734 0.09 0.00 0.08
H 4.937872 1.431744 0.207566 -0.11 -0.02 0.01
H 4.507052 5.124694 1.368910 -0.19 -0.10 -0.03
H 0.482001 6.074668 1.366124 -0.13 0.15 -0.03
H 1.075101 4.106938 2.566893 0.06 -0.05 -0.15
H -2.453751 1.266037 2.402772 0.00 0.02 0.08
H -0.905320 0.413605 2.593378 -0.03 0.00 0.01
H -3.147630 -0.869898 1.741797 0.13 0.03 -0.06
H -2.915623 1.074372 -2.517006 0.10 0.04 -0.20
H -5.272333 1.141650 -3.144585 0.04 0.04 -0.20
C -6.594137 2.491464 -0.905099 -0.07 -0.25 0.01
H -5.834379 3.093040 -0.412280 0.05 0.10 0.02
H -6.806845 2.930195 -1.877633 -0.04 0.09 -0.05
H -7.504020 2.513212 -0.311337 -0.12 0.07 0.07
H -6.885674 0.420322 -1.438767 0.03 -0.05 0.04
H -5.201289 -0.570790 0.013577 -0.05 0.06 0.04
```
Positions in Å, forces in eV/Å.

The calculation puts the largest force on an atom at 0.7 eV Å⁻¹. The value obtained for the HOMO energy is -8.364 eV. The energy above the lowest of the compared OMol25 structures with the same formula, charge and spin comes out at 0.0 kcal/mol. The calculated total energy comes out at -3058.339803 Eh. As for the LUMO energy: 0.61 eV.